A molecular structure, C51H52F3Ge2O4S4Se4V. Source: the Open Molecules 2025 dataset; level of theory: the ωB97M-V functional and the def2-TZVPD basis.

Highest occupied orbital energy (spin up / spin down)   -1.44 / -1.44 eV
Lowest unoccupied orbital energy (spin up / spin down)   3.77 / 3.77 eV
Spin multiplicity   3
Kohn-Sham gap (spin up / spin down)   5.2 / 5.2 eV
Net charge   -2

```
121
Properties=species:S:1:pos:R:3:lowdin_charge:R:1
V 2.9515 -2.6846 -0.1141 -0.127
C 6.0374 2.6144 0.1873 -0.051
C 4.8798 2.4596 1.1403 -0.272
C 3.7769 3.2984 1.0839 -0.021
C 2.6680 3.0930 1.8964 -0.225
C 1.5119 4.0659 1.8383 -0.048
C 2.6574 1.9971 2.7731 -0.158
C 3.7876 1.1818 2.8938 -0.227
C 3.8589 0.0309 3.8671 -0.080
C 4.8821 1.4344 2.0766 -0.017
C 1.4466 1.7918 3.6296 -0.219
C 1.4555 2.3535 4.9033 -0.035
C 0.3313 2.2994 5.7117 -0.073
C -0.8144 1.6853 5.2356 -0.044
C -0.8468 1.0989 3.9649 -0.207
C 0.2963 1.1393 3.1559 -0.194
Ge 0.4473 0.1825 1.4349 0.148
S 2.0381 -1.3318 1.7354 0.461
S 0.4964 1.5302 -0.3488 0.357
Ge -0.2622 -0.3858 -1.3394 0.109
S 1.2565 -1.7833 -1.9150 0.411
S -1.3300 -0.9486 0.6129 0.312
C -1.4552 0.0554 -2.8734 -0.185
C -2.7426 -0.4918 -3.0041 -0.215
C -3.5407 -0.1427 -4.0935 -0.041
C -3.0726 0.7194 -5.0713 -0.077
C -1.7936 1.2417 -4.9632 -0.043
C -0.9828 0.9240 -3.8772 -0.214
C 0.3773 1.5456 -3.8016 -0.165
C 1.4953 0.8845 -4.3160 -0.214
C 1.3830 -0.4188 -5.0650 -0.054
C 2.7515 1.4701 -4.1613 -0.010
C 2.9152 2.6853 -3.5152 -0.255
C 4.2901 3.2461 -3.2521 -0.039
C 1.7800 3.3640 -3.0839 -0.032
C 0.5132 2.8193 -3.2263 -0.268
C -0.6977 3.5824 -2.7434 -0.056
C -3.3108 -1.4746 -2.0314 -0.177
C -4.1789 -1.0406 -1.0264 -0.251
C -4.4993 0.4235 -0.8605 -0.027
C -4.7269 -1.9764 -0.1604 -0.023
C -4.4201 -3.3282 -0.2610 -0.266
C -4.9613 -4.3137 0.7444 -0.054
C -3.5710 -3.7409 -1.2773 -0.003
C -3.0137 -2.8340 -2.1746 -0.200
C -2.1127 -3.3190 -3.2787 -0.027
C -2.1573 0.4576 3.6154 -0.169
C -3.1619 1.2159 3.0085 -0.217
C -2.8582 2.5793 2.4437 -0.023
C -4.4465 0.6883 2.9277 -0.031
C -4.7442 -0.5824 3.4015 -0.281
C -6.1599 -1.1027 3.3935 -0.065
C -3.7111 -1.3513 3.9210 -0.011
C -2.4201 -0.8490 4.0412 -0.219
C -1.3147 -1.7041 4.6091 -0.017
H 5.9661 3.5430 -0.3814 0.061
H 6.0432 1.7789 -0.5177 0.085
H 6.9924 2.5986 0.7184 0.075
H 3.7648 4.1231 0.3762 0.109
H 1.8181 4.9856 1.3349 0.073
H 1.1537 4.3180 2.8384 0.075
H 0.6666 3.6510 1.2844 0.029
H 2.8805 -0.2313 4.2644 0.058
H 4.5170 0.2834 4.7061 0.083
H 4.2682 -0.8517 3.3717 0.037
H 5.7430 0.7757 2.1409 0.100
H 2.3584 2.8496 5.2430 0.121
H 0.3461 2.7420 6.7015 0.095
H -1.7094 1.6414 5.8472 0.118
H -4.5299 -0.5816 -4.1771 0.118
H -3.6978 0.9746 -5.9201 0.094
H -1.4075 1.9111 -5.7251 0.118
H 0.4810 -0.9674 -4.8024 0.061
H 2.2379 -1.0573 -4.8437 0.056
H 1.3673 -0.2288 -6.1446 0.084
H 3.6253 0.9376 -4.5274 0.116
H 5.0494 2.7135 -3.8256 0.077
H 4.5399 3.1367 -2.1925 0.059
H 4.3420 4.3088 -3.5008 0.074
H 1.8876 4.3300 -2.5971 0.115
H -0.4243 4.6073 -2.4853 0.073
H -1.1201 3.1120 -1.8513 0.041
H -1.4814 3.6070 -3.5025 0.072
H -3.6180 1.0411 -1.0417 0.079
H -4.8497 0.6184 0.1529 0.057
H -5.2758 0.7417 -1.5627 0.081
H -5.3800 -1.6362 0.6364 0.101
H -5.9745 -4.0484 1.0534 0.066
H -4.3310 -4.3229 1.6388 0.081
H -4.9759 -5.3261 0.3386 0.069
H -3.3227 -4.7938 -1.3757 0.116
H -2.1931 -4.3984 -3.3965 0.074
H -1.0656 -3.0934 -3.0580 0.044
H -2.3543 -2.8382 -4.2295 0.081
H -2.3619 3.2167 3.1794 0.080
H -3.7702 3.0732 2.1049 0.073
H -2.1797 2.4875 1.5875 0.076
H -5.2370 1.2942 2.4931 0.108
H -6.7623 -0.6072 2.6296 0.070
H -6.6400 -0.9239 4.3600 0.075
H -6.1842 -2.1782 3.2081 0.065
H -3.9153 -2.3648 4.2560 0.114
H -1.6990 -2.6693 4.9389 0.075
H -0.8253 -1.2131 5.4525 0.082
H -0.5429 -1.8877 3.8550 0.078
Se 3.5290 -4.2237 1.6823 0.115
Se 5.7728 -4.3710 2.3430 -0.118
Se 6.4362 -2.2459 1.5227 -0.096
Se 5.3446 -2.2375 -0.5124 0.251
O 4.3002 -1.4084 -3.2387 -0.134
H 3.7887 -0.6748 -2.8723 -0.007
H 3.6630 -2.1334 -3.2572 -0.004
F 0.0653 -5.6713 -2.0432 0.146
C 1.3635 -5.4652 -2.2699 -0.544
F 1.9702 -6.6712 -2.2471 0.138
F 1.4953 -4.9779 -3.5091 0.141
C 2.0040 -4.5358 -1.2056 -0.682
O 1.3943 -4.3045 -0.1515 -0.090
O 3.1589 -4.1006 -1.4986 -0.170
O 3.3515 0.3001 -0.2388 -0.044
C 3.1648 -0.8153 0.0315 -0.797
```



A molecular structure, C51H53CsN10P2S2. Source: the Open Molecules 2025 dataset; level of theory: the ωB97M-V functional and the def2-TZVPD basis.

Highest occupied orbital energy   -1.84 eV
Lowest unoccupied orbital energy   3.70 eV
Kohn-Sham gap   5.5 eV
Net charge   -2

```
119
Properties=species:S:1:pos:R:3:lowdin_charge:R:1
Cs -0.4698 -0.6795 0.7282 0.818
C -4.5971 -0.8198 -5.3153 -0.076
C -4.3217 -0.1887 -3.9805 -0.314
C -4.0422 1.1716 -3.8671 -0.088
C -3.8000 1.7485 -2.6461 -0.038
C -3.8326 1.0080 -1.4378 -0.272
N -3.5914 1.5668 -0.2487 0.099
C -4.0891 2.7527 0.0980 -0.260
C -5.3455 3.2276 -0.3582 -0.035
C -5.9307 4.3525 0.1635 -0.084
C -5.3148 5.0979 1.1661 -0.319
C -5.9775 6.3189 1.7389 -0.087
C -4.0677 4.6747 1.6129 0.001
C -3.4585 3.5499 1.0900 -0.147
N -2.1721 3.1835 1.5517 -0.122
C -1.8540 2.7403 2.7833 -0.072
C -0.4942 2.5252 2.8036 -0.118
C -0.0774 2.8654 1.5109 -0.208
N -1.1003 3.2608 0.7705 0.091
C -4.0961 -0.3794 -1.5746 -0.141
C -4.3309 -0.9451 -2.8176 0.000
N -4.2239 -1.1958 -0.4302 -0.103
C -5.2871 -1.9776 -0.1662 -0.075
C -5.0370 -2.6218 1.0262 -0.076
C -3.7771 -2.1520 1.4057 -0.182
N -3.3057 -1.2930 0.5184 -0.054
H -4.4477 -0.0974 -6.1158 0.064
H -5.6235 -1.1923 -5.3767 0.066
H -3.9258 -1.6607 -5.4861 0.064
H -4.0203 1.7830 -4.7624 0.103
H -3.5681 2.8030 -2.5695 0.116
H -5.8592 2.6529 -1.1186 0.104
H -6.8970 4.6697 -0.2135 0.096
H -6.9332 6.4909 1.2460 0.060
H -5.3607 7.2090 1.6031 0.066
H -6.1593 6.1962 2.8079 0.066
H -3.5487 5.2423 2.3781 0.118
H -2.6017 2.6108 3.5416 0.118
H 0.1059 2.1553 3.6119 0.052
H 0.9205 2.8638 1.1067 0.092
H -4.5292 -2.0090 -2.8750 0.121
H -6.1311 -2.0191 -0.8252 0.115
H -5.6647 -3.3228 1.5441 0.080
H -3.1989 -2.4109 2.2746 0.098
S 1.2037 -0.5675 3.4247 0.130
P 2.2382 -1.9678 2.4872 0.249
C 1.9885 -2.0087 0.8043 -0.768
P 1.9214 -3.5585 0.1174 0.252
S 1.2608 -3.5696 -1.7316 0.244
C 3.5429 -4.4561 0.0243 -0.334
C 4.6305 -3.9779 0.7394 -0.091
C 5.8712 -4.5805 0.6368 -0.096
C 6.0446 -5.6576 -0.2155 -0.121
C 4.9732 -6.1161 -0.9686 -0.108
C 3.7336 -5.5184 -0.8548 -0.127
C 0.9357 -4.8637 0.9628 -0.330
C 1.4478 -6.0018 1.5745 -0.089
C 0.5973 -6.8959 2.1980 -0.111
C -0.7679 -6.6693 2.2293 -0.118
C -1.2857 -5.5348 1.6211 -0.094
C -0.4392 -4.6469 0.9899 -0.126
C 3.9234 -1.3797 2.9410 -0.380
C 4.6004 -0.6526 1.9682 -0.117
C 5.7951 -0.0241 2.2604 -0.098
C 6.3274 -0.1169 3.5372 -0.120
C 5.6491 -0.8266 4.5162 -0.107
C 4.4475 -1.4443 4.2276 -0.108
C 2.0710 -3.4709 3.5148 -0.335
C 0.7762 -3.7502 3.9444 -0.122
C 0.5064 -4.8749 4.6947 -0.097
C 1.5332 -5.7415 5.0337 -0.118
C 2.8200 -5.4823 4.5917 -0.104
C 3.0913 -4.3626 3.8267 -0.102
H 4.4864 -3.1242 1.3890 0.061
H 6.7049 -4.2040 1.2193 0.096
H 7.0136 -6.1364 -0.2993 0.086
H 5.1116 -6.9442 -1.6540 0.090
H 2.8954 -5.8628 -1.4453 0.075
H 2.5140 -6.1864 1.5681 0.103
H 1.0077 -7.7775 2.6751 0.099
H -1.4267 -7.3764 2.7214 0.092
H -2.3528 -5.3437 1.6405 0.095
H -0.8367 -3.7703 0.4852 0.063
H 4.1700 -0.6179 0.9709 0.082
H 6.3160 0.5393 1.4959 0.093
H 7.2628 0.3756 3.7748 0.086
H 6.0590 -0.8900 5.5178 0.090
H 3.8993 -1.9716 4.9980 0.103
H -0.0135 -3.0489 3.6948 0.075
H -0.5073 -5.0798 5.0150 0.103
H 1.3310 -6.6183 5.6366 0.093
H 3.6230 -6.1662 4.8405 0.095
H 4.1000 -4.1820 3.4770 0.099
C -0.8045 -0.4359 -3.6339 -0.166
N -1.3026 -0.3721 -5.0091 -0.082
C -0.5987 -1.3778 -5.7882 -0.188
N 0.8465 -1.1713 -5.7821 -0.091
C 1.2990 -1.2010 -4.3857 -0.196
N 0.6310 -0.1891 -3.5771 -0.074
C 0.9036 1.1149 -4.1526 -0.185
N 0.4549 1.2127 -5.5478 -0.090
C -0.9813 0.9369 -5.5563 -0.190
C 1.1220 0.1584 -6.3070 -0.201
H -1.0024 -1.4338 -3.2361 0.125
H -1.3365 0.3107 -3.0400 0.121
H -0.9582 -1.3315 -6.8236 0.119
H -0.8079 -2.3646 -5.3668 0.129
H 2.3772 -1.0141 -4.3723 0.127
H 1.1003 -2.1840 -3.9543 0.034
H 1.9830 1.2956 -4.1232 0.120
H 0.3858 1.8815 -3.5685 0.130
H -1.3416 0.9853 -6.5914 0.121
H -1.4847 1.7015 -4.9594 0.115
H 2.2039 0.3282 -6.2679 0.119
H 0.7919 0.2125 -7.3528 0.117
N 3.2094 1.7908 -0.9750 0.026
H 3.9658 1.2113 -1.3249 0.001
H 2.3604 1.4480 -1.4167 -0.008
H 3.1234 1.5799 0.0151 -0.006
```



How do the records compare in energy relative to the best compared isomer or geometry (same formula, charge and spin)? In the order shown, they have 0.0; 27.3 kcal/mol.
How do the records compare in maximum force? In the order shown, they have 2.98; 2.42 eV/A.
How do the records compare in total energy? In the order shown, they have -513532.619; -109445.760 eV.